Below is a cluster of 2 separate species, C3H5N2O2 in total at a distorted geometry, with properties calculated with ωB97M-V/def2-TZVPD.

As for the net charge: +1. The calculation puts the strongest force on any atom at 5.55 eV Å⁻¹. Its energy is -10253.3765 eV. The calculation puts the energy relative to the best compared isomer or geometry (same formula, charge and spin) at 145.3 kcal/mol. The molecular weight comes out at 101.1 g/mol.

Cartesian coordinates (Å):
1 C 1.4896 0.6049 -0.2742
2 C 0.2391 1.0484 -0.0881
3 C 0.4018 -1.1609 0.4742
4 N 1.5950 -0.7240 0.1390
5 N -0.4230 -0.0894 0.4895
6 O -2.8704 0.0418 -0.7503
7 O -1.6336 -0.0452 0.8907
8 H 2.4733 0.9872 -0.6045
9 H -0.3921 1.8910 -0.1413
10 H -0.0064 -2.1011 0.6997
11 H 2.5593 -1.2237 -0.1017
12 H -3.4325 0.7712 -0.7331

Here are the Mulliken charges for atoms 1 to 5, given in e:
1. C -0.37
2. C -0.34
3. C -0.03
4. N -0.12
5. N 0.57